(1)
Molecular formula: C3H7N4
Method: DFT, ωB97M-V/def2-TZVPD

Structure (XYZ):
```
14
Properties=species:S:1:pos:R:3
C -0.46811 -2.13389 -0.88093
C 0.57281 -1.40481 -0.30807
C 0.66984 0.87503 0.64819
N -1.57271 -1.41130 -0.82598
N -1.26422 -0.29593 -0.26355
N 0.03666 -0.23762 0.07293
N 0.65642 2.03282 -0.07755
H -0.45199 -3.10900 -1.32561
H 1.60752 -1.65041 -0.18105
H 1.60560 0.63784 1.13484
H -0.43742 1.14307 2.25966
H -1.94885 0.42278 -0.05562
H -0.20806 2.34230 -0.50505
H 1.20250 2.78912 0.30779
```

Net charge   +1
ΔE to the lowest compared entry with this formula, charge and spin   470.6 kJ/mol
Kohn-Sham gap (spin up / spin down)   7.942 / 7.941 eV
Highest occupied orbital energy (spin up / spin down)   -13.07 / -13.07 eV


(2)
Molecular formula: C18H32BF4N4O
Method: DFT, ωB97M-V/def2-TZVPD

Structure (XYZ):
```
60
Properties=species:S:1:pos:R:3
C 4.72505 3.35604 0.22582
C 4.13583 4.77926 0.35296
C 2.97691 5.09149 -0.61063
C 1.59099 4.97942 0.02548
C 1.20695 3.51704 0.22835
C 0.08377 3.30854 1.24575
C -0.74970 2.04658 1.10653
C -1.30798 1.59612 -0.23775
N -1.71101 0.19707 0.05247
C -3.16359 -0.06804 -0.13252
C -3.40946 -1.00985 -1.31954
F -4.45224 -0.55268 -2.08674
C -1.09556 -0.15719 1.20712
N -1.14728 -1.33587 1.79443
C -1.86336 -2.50847 1.28435
C -1.65761 -3.70811 2.21148
C -1.67344 -5.00563 1.47442
F -1.18740 -6.05255 2.16481
C -2.08493 -5.22238 0.21105
F -3.24002 -4.83314 -0.28241
F -1.37370 -5.88322 -0.67744
N -0.27137 0.79825 1.76499
B 1.14604 0.34513 1.40470
C 1.65253 0.04428 -0.05301
O 1.96379 0.19001 2.46848
H 5.80974 3.35406 0.22264
H 4.31273 2.84781 -0.64432
H 4.40782 2.76076 1.08678
H 4.94352 5.46491 0.09687
H 3.87160 5.00613 1.38506
H 3.12166 6.10390 -0.98681
H 3.02442 4.43646 -1.48309
H 1.53269 5.55318 0.94997
H 0.88775 5.42088 -0.68643
H 1.00284 3.04137 -0.73113
H 2.09515 3.00289 0.61215
H 0.44778 3.38904 2.26922
H -0.62209 4.13505 1.12532
H -1.66588 2.28837 1.65764
H -2.12826 2.27622 -0.45625
H -0.66082 1.68665 -1.10908
H -3.70251 0.84574 -0.36334
H -3.59171 -0.46992 0.78114
H -3.56061 -2.04507 -1.01384
H -2.50890 -1.00312 -1.93826
H -0.64072 -1.45834 2.65847
H -2.92797 -2.31468 1.22249
H -1.49352 -2.74784 0.28504
H -0.74240 -3.64726 2.80139
H -2.48141 -3.69977 2.93404
H 1.85038 0.97803 -0.58150
H 0.95193 -0.51201 -0.67789
H 2.58741 -0.51492 -0.03891
H 2.76243 -0.28516 2.21157
C -1.23493 -6.37358 -3.82296
C -0.51714 -6.15451 -5.06897
N 0.05254 -5.98266 -6.04867
H -1.23717 -7.42823 -3.55329
H -0.76957 -5.82085 -3.01113
H -2.26998 -6.04564 -3.90704
```

Net charge   +1
Kohn-Sham gap   9.006 eV
Highest occupied orbital energy   -12.07 eV


Question: net charge of number 2 (C18H32BF4N4O)?
Answer: +1


Question: What is the net charge in the second record?
Answer: +1